Record 1
Density functional theory data (ωB97M-V/def2-TZVPD) for a structure of composition C41H39FN4O3P2V at a distorted geometry.

**Spin multiplicity**: 2
**Charge**: +2
**E_HOMO (spin up / spin down)**: -11.5 / -10.9 eV
**Gap between HOMO and LUMO (spin up / spin down)**: 6.631 / 5.952 eV

Last column: Löwdin spin population.
Atoms and positions in Å:
V 0.047 0.284 0.362  0.96
N -2.116 1.432 2.026  0.00
P -1.778 -0.261 1.751  -0.01
C -3.320 -1.015 1.180  0.00
C -3.300 -1.795 0.031  0.00
C -4.464 -2.408 -0.420  0.00
C -5.650 -2.224 0.272  0.00
C -5.680 -1.434 1.420  0.00
C -4.518 -0.837 1.876  0.00
C -1.628 -0.929 3.433  0.00
C -1.856 -0.203 4.596  0.00
C -1.741 -0.814 5.841  0.00
C -1.398 -2.154 5.927  0.00
C -1.167 -2.886 4.769  0.00
C -1.281 -2.277 3.531  0.00
P -1.555 2.267 0.583  0.00
C -1.934 3.992 0.952  0.00
C -2.757 4.385 2.003  0.00
C -3.050 5.733 2.182  0.00
C -2.527 6.684 1.318  0.00
C -1.702 6.294 0.270  0.00
C -1.401 4.954 0.093  0.00
C -2.747 1.767 -0.672  0.00
C -2.233 1.117 -1.792  0.00
C -3.082 0.614 -2.771  0.00
C -4.451 0.768 -2.621  0.00
C -4.974 1.420 -1.505  0.00
C -4.125 1.922 -0.534  0.00
H -1.680 1.801 2.865  0.00
H -2.376 -1.931 -0.521  0.00
H -4.443 -3.022 -1.311  0.00
H -6.558 -2.698 -0.079  0.00
H -6.609 -1.296 1.958  0.00
H -4.540 -0.229 2.774  0.00
H -2.162 0.836 4.560  0.00
H -1.938 -0.246 6.741  0.00
H -1.323 -2.633 6.895  0.00
H -0.909 -3.936 4.831  0.00
H -1.109 -2.862 2.634  0.00
H -3.195 3.647 2.665  0.00
H -3.698 6.037 2.993  0.00
H -2.763 7.731 1.459  0.00
H -1.294 7.033 -0.407  0.00
H -0.759 4.655 -0.729  0.00
H -1.157 1.028 -1.933  0.00
H -2.675 0.114 -3.640  0.00
H -5.122 0.383 -3.380  0.00
H -6.045 1.534 -1.397  0.00
H -4.531 2.418 0.341  0.00
F 3.582 3.063 5.468  0.00
C 3.975 2.164 4.544  0.00
C 3.086 1.715 3.625  0.00
C 3.508 0.845 2.606  0.00
C 2.576 0.381 1.596  0.01
O 1.365 0.770 1.654  0.00
C 3.083 -0.485 0.602  0.00
C 4.417 -0.810 0.638  0.00
N 5.278 -0.407 1.571  0.00
C 6.686 -0.772 1.464  0.00
C 7.257 -1.767 2.432  0.00
C 7.040 -2.141 0.994  0.00
C 4.846 0.453 2.578  0.00
C 5.744 0.903 3.558  0.00
C 5.330 1.763 4.552  0.00
N 6.221 2.253 5.514  0.00
C 7.572 2.643 5.177  0.00
C 8.582 1.977 6.087  0.00
N 8.231 2.336 7.516  0.00
C 6.808 1.938 7.857  0.00
C 5.850 2.589 6.874  0.00
C 2.332 -1.102 -0.564  0.01
O 2.947 -1.624 -1.451  0.01
O 0.995 -1.053 -0.493  0.01
H 2.061 2.060 3.654  0.00
H 4.813 -1.434 -0.151  0.00
H 7.314 0.051 1.147  0.00
H 6.572 -2.202 3.149  0.00
H 8.266 -1.606 2.787  0.00
H 6.244 -2.842 0.787  0.00
H 7.894 -2.221 0.338  0.00
H 6.762 0.540 3.542  0.00
H 7.674 3.735 5.274  0.00
H 7.808 2.405 4.144  0.00
H 9.603 2.309 5.911  0.00
H 8.528 0.891 6.029  0.00
H 8.334 3.347 7.640  0.00
H 8.888 1.902 8.166  0.00
H 6.628 2.250 8.883  0.00
H 6.776 0.852 7.789  0.00
H 5.850 3.677 7.024  0.00
H 4.851 2.237 7.110  0.00


Record 2
Density functional theory data (ωB97M-V/def2-TZVPD) for a structure of composition C41H39N5O3RuS2Si2 at a distorted geometry.

**Spin multiplicity**: 2
**Energy relative to the best compared isomer or geometry (same formula, charge and spin)**: 126.2 kJ/mol
**Charge**: -1
**E_HOMO (spin up / spin down)**: -4.0 / -4.0 eV
**Gap between HOMO and LUMO (spin up / spin down)**: 6.358 / 6.391 eV

Last column: Löwdin spin population.
Atoms and positions in Å:
Ru -0.400 -0.052 0.798  0.81
N -1.464 1.667 -4.187  0.00
C -1.731 3.039 -4.231  0.00
C -1.973 3.676 -5.439  0.00
C -2.244 5.039 -5.472  0.00
C -2.231 5.774 -4.300  0.00
C -1.951 5.141 -3.094  0.00
C -1.728 3.775 -3.047  0.00
S -1.480 2.959 -1.506  0.00
N -0.690 1.531 -1.956  0.00
C -0.790 1.066 -3.133  0.00
C -0.138 -0.243 -3.450  0.00
C -0.599 -1.029 -4.503  0.00
C 0.029 -2.234 -4.764  0.00
C 1.096 -2.613 -3.972  0.00
C 1.473 -1.771 -2.936  0.00
N 0.876 -0.614 -2.670  0.00
H -1.489 1.179 -5.062  0.00
H -1.963 3.097 -6.356  0.00
H -2.454 5.519 -6.419  0.00
H -2.430 6.838 -4.316  0.00
H -1.920 5.711 -2.173  0.00
H -1.482 -0.760 -5.065  0.00
H -0.330 -2.873 -5.560  0.00
H 1.618 -3.547 -4.131  0.00
H 2.289 -2.046 -2.279  0.00
C 0.087 -3.404 -0.227  0.03
Si 0.873 -2.060 0.876  0.06
C 2.686 -1.789 0.345  0.00
C 1.033 -2.802 2.599  0.00
C 1.342 -4.123 2.926  0.00
C 1.542 -4.494 4.248  0.00
C 1.444 -3.539 5.254  0.00
C 1.135 -2.224 4.936  0.00
C 0.917 -1.841 3.611  0.00
Si 0.485 -0.078 3.029  -0.02
C -0.763 0.503 4.324  0.00
C 2.074 0.903 3.355  0.00
H 0.837 -4.128 -0.563  0.00
H -0.418 -2.999 -1.105  0.00
H -0.658 -3.941 0.367  0.00
H 3.168 -2.710 -0.002  0.00
H 3.241 -1.444 1.222  0.00
H 2.785 -1.019 -0.424  0.00
H 1.425 -4.873 2.143  0.00
H 1.777 -5.523 4.498  0.00
H 1.604 -3.826 6.288  0.00
H 1.056 -1.494 5.737  0.00
H -0.268 0.452 5.301  0.00
H -1.638 -0.148 4.360  0.00
H -1.097 1.528 4.166  0.00
H 2.436 0.616 4.349  0.00
H 1.928 1.984 3.343  0.00
H 2.853 0.657 2.631  0.00
O -1.867 -1.437 1.510  -0.01
C -2.645 -1.439 0.518  0.01
N -2.302 -0.813 -0.582  0.01
S -3.455 -0.863 -1.725  0.00
O -4.020 0.431 -1.978  0.00
O -3.021 -1.622 -2.871  0.00
C -4.587 -1.840 -0.743  0.00
C -5.854 -2.292 -1.037  0.00
C -6.516 -3.022 -0.054  0.00
C -5.916 -3.275 1.177  0.00
C -4.639 -2.805 1.460  0.00
C -3.985 -2.084 0.479  0.00
H -6.317 -2.083 -1.993  0.00
H -7.514 -3.394 -0.246  0.00
H -6.458 -3.841 1.923  0.00
H -4.163 -2.985 2.415  0.00
C -4.927 3.179 2.279  0.00
C -4.524 1.870 2.515  0.00
C -3.223 1.469 2.268  0.00
C -2.263 2.364 1.768  0.01
C -2.685 3.686 1.536  0.00
C -3.990 4.077 1.786  0.00
N -1.002 1.901 1.439  0.06
C 0.105 2.714 1.377  0.00
C 0.345 3.862 2.146  0.01
C 1.565 4.516 2.067  0.00
C 2.581 4.056 1.236  0.01
C 2.359 2.913 0.476  0.00
C 1.143 2.262 0.540  0.01
H -5.947 3.489 2.467  0.00
H -5.232 1.144 2.900  0.00
H -2.921 0.452 2.471  0.00
H -1.989 4.404 1.122  0.00
H -4.280 5.101 1.576  0.00
H -0.413 4.214 2.835  0.00
H 1.730 5.392 2.684  0.00
H 3.530 4.575 1.187  0.00
H 3.135 2.529 -0.176  0.00
H 0.980 1.380 -0.099  0.00


Record 3
Density functional theory data (ωB97M-V/def2-TZVPD) for a structure of composition C41H40BrI2InN3O4Se2Si at a distorted geometry.

**Energy relative to the best compared isomer or geometry (same formula, charge and spin)**: 176.1 kJ/mol
**Charge**: -1
**E_HOMO**: -4.5 eV
**Gap between HOMO and LUMO**: 6.533 eV

Last column: Mulliken charge in e.
Atoms and positions in Å:
In 0.203 -0.147 -0.401  0.72
I -5.577 -3.152 4.616  -0.01
C -3.947 -2.825 3.337  -0.59
C -2.742 -3.472 3.566  -0.34
C -1.673 -3.216 2.722  -0.10
I 0.057 -4.362 2.973  -0.01
C -1.715 -2.290 1.634  -0.57
O -0.681 -2.008 0.912  0.13
C -3.010 -1.742 1.395  0.49
C -3.197 -0.922 0.161  -1.36
N -2.381 0.305 0.189  0.70
C -2.932 1.288 1.131  -1.72
C -1.966 1.848 2.154  1.38
C -2.455 2.316 3.370  -0.87
C -1.590 2.948 4.248  -0.83
C -0.263 3.109 3.877  -0.56
C 0.143 2.588 2.662  -0.62
N -0.682 1.945 1.824  0.26
C -4.086 -1.991 2.237  -0.34
H -2.634 -4.177 4.380  0.39
H -4.260 -0.688 0.051  0.55
H -2.899 -1.507 -0.700  -0.01
H -2.350 0.722 -0.738  -0.07
H -3.760 0.838 1.675  0.37
H -3.327 2.140 0.575  0.34
H -3.502 2.182 3.618  0.43
H -1.946 3.312 5.204  0.37
H 0.450 3.614 4.518  0.49
H 1.172 2.684 2.342  0.55
H -5.049 -1.536 2.015  0.40
O -1.607 -5.007 -4.625  -0.57
C -1.268 -3.985 -3.804  0.67
C -1.892 -2.747 -3.850  -0.88
C -1.481 -1.783 -2.959  -0.81
N -0.508 -1.972 -2.057  0.66
C 0.103 -3.158 -2.060  0.00
Br 1.580 -3.410 -0.925  -0.03
C -0.247 -4.198 -2.899  -0.64
H -2.298 -4.717 -5.224  0.30
H -2.678 -2.533 -4.567  0.32
H -1.937 -0.797 -2.963  0.59
H 0.272 -5.146 -2.866  0.49
O 1.256 -0.717 -5.381  -0.73
C 0.440 0.210 -4.655  -0.86
C 1.158 1.498 -4.286  2.74
C 1.716 2.137 -5.571  -1.31
O 0.747 2.346 -6.608  -0.60
C 2.359 1.277 -3.351  -1.26
Se 2.407 -0.386 -2.298  0.21
C 0.172 2.474 -3.643  -1.69
Se -0.904 1.832 -2.118  -0.42
H 1.929 -1.015 -4.741  0.45
H 0.073 -0.233 -3.743  -0.81
H -0.430 0.440 -5.279  0.99
H 2.534 1.518 -5.941  0.44
H 2.116 3.124 -5.326  0.45
H 0.432 1.481 -6.880  0.38
H 2.427 2.108 -2.649  0.17
H 3.287 1.263 -3.923  0.34
H -0.543 2.825 -4.384  0.58
H 0.727 3.336 -3.276  0.50
C 0.401 -0.625 5.881  -0.81
C 1.731 -0.895 5.576  -0.96
C 2.185 -0.766 4.267  -0.26
C 1.322 -0.357 3.239  1.01
C -0.011 -0.091 3.568  1.11
C -0.471 -0.226 4.874  -0.89
Si 1.983 -0.084 1.498  0.68
C 3.431 -1.254 1.218  0.40
C 4.594 -0.827 0.568  -0.30
C 5.661 -1.698 0.361  -0.64
C 5.587 -3.014 0.805  -0.66
C 4.442 -3.453 1.461  -0.43
C 3.377 -2.580 1.660  -0.04
C 2.728 1.656 1.488  0.16
C 3.028 2.341 2.672  -0.14
C 3.563 3.626 2.640  -0.65
C 3.812 4.250 1.421  -0.70
C 3.527 3.583 0.234  -0.67
C 2.989 2.300 0.268  -0.02
H 0.040 -0.744 6.898  0.38
H 2.413 -1.218 6.356  0.38
H 3.224 -0.994 4.037  0.43
H -0.710 0.192 2.787  -1.13
H -1.515 -0.035 5.101  0.56
H 4.672 0.194 0.211  0.25
H 6.551 -1.347 -0.153  0.41
H 6.414 -3.695 0.630  0.35
H 4.373 -4.479 1.817  0.43
H 2.482 -2.940 2.170  -0.01
H 2.821 1.873 3.632  0.51
H 3.782 4.146 3.568  0.42
H 4.224 5.253 1.397  0.36
H 3.718 4.065 -0.720  0.47
H 2.752 1.788 -0.667  -0.24